No. 1
Here is a gas-phase ion, C6H10N (charge +1) from the Open Molecules 2025 dataset. Energies are from ωB97M-V/def2-TZVPD.

E: -7860.698 eV
Multiplicity: 3
HOMO energy (spin up / spin down): -11.00 / -14.22 eV
Relative energy (zero: lowest compared OMol25 entry of this formula, charge and spin): 350.7 kJ/mol
Net charge: +1
Maximum force: 0.123 Eh/bohr
Gap between HOMO and LUMO (spin up / spin down): 7.2 / 6.0 eV
Molecular weight: 96.2 g mol⁻¹

```
17
Properties=species:S:1:pos:R:3:forces:R:3
C -0.350 -1.631 0.805 -1.478 -2.504 1.717
C -0.522 -0.414 0.254 -0.672 5.324 -3.141
C 1.928 0.663 1.002 -2.076 1.438 0.476
C 1.095 0.292 -0.186 -3.073 -1.994 1.367
C 1.353 0.239 -1.484 -0.836 -0.022 0.215
C -2.032 -0.060 0.046 5.669 -1.026 2.637
N -2.617 0.272 -1.046 -1.604 0.915 -2.201
H 0.584 -1.947 0.988 3.236 -1.187 1.018
H 2.058 -0.056 1.831 -0.385 0.131 -0.600
H 1.362 1.567 1.364 0.609 -0.815 0.426
H 0.508 -0.221 -2.014 1.005 0.674 -0.830
H -1.153 -2.278 1.081 -0.500 -0.390 -0.155
H 2.300 0.625 -1.876 -0.456 -0.567 -0.225
H -2.554 -0.053 0.974 -0.514 -0.263 0.523
H -2.180 0.142 -1.942 -0.186 0.092 -0.163
H -3.624 0.385 -0.996 0.286 0.219 -0.452
H 2.874 1.070 0.742 0.975 -0.027 -0.612
```
Positions in Å, forces in eV/Å.

---

No. 2
Here is C5H4F4N2 in the gas phase from the Open Molecules 2025 dataset. Energies are from ωB97M-V/def2-TZVPD.

E: -19094.128 eV
HOMO energy (spin up / spin down): -9.57 / -9.54 eV
Relative energy (zero: lowest compared OMol25 entry of this formula, charge and spin): 491.3 kJ/mol
Maximum force: 0.073 Eh/bohr
Gap between HOMO and LUMO (spin up / spin down): 7.5 / 7.6 eV
Molecular weight: 168.1 g mol⁻¹

```
15
Properties=species:S:1:pos:R:3:forces:R:3
C 0.924 1.316 -0.073 -0.584 0.006 -0.066
C 2.101 0.475 -0.054 0.631 0.176 0.019
C -0.365 0.981 -0.048 0.501 -0.133 0.099
C 2.135 -0.828 -0.119 -3.077 -1.489 -0.238
C -1.054 -0.374 0.116 -0.394 0.901 1.075
N -0.358 -1.479 -0.331 3.736 -0.014 -0.561
N -2.316 -0.323 -0.505 -0.174 0.059 -0.045
F 3.268 1.186 0.013 -0.381 -0.370 -0.012
F -1.258 1.982 -0.080 -0.011 -0.001 0.053
F 2.909 -1.859 -0.143 -0.214 0.718 0.050
F -1.225 -0.442 1.595 0.088 0.028 -0.720
H 1.157 2.371 -0.114 -0.060 0.060 -0.019
H -0.231 -2.172 0.398 -0.119 0.103 0.305
H -2.918 0.389 -0.115 -0.001 -0.018 0.033
H -2.771 -1.223 -0.539 0.059 -0.027 0.027
```
Positions in Å, forces in eV/Å.

---

No. 3
Here is a molecular structure, C12H30CuN2O4 from the Open Molecules 2025 dataset. Energies are from ωB97M-V/def2-TZVPD.

E: -68733.148 eV
HOMO energy: -10.56 eV
Relative energy (zero: lowest compared OMol25 entry of this formula, charge and spin): 0.0 kJ/mol
Net charge: +1
Maximum force: 0.034 Eh/bohr
Gap between HOMO and LUMO: 8.7 eV
Molecular weight: 329.9 g mol⁻¹

```
49
Properties=species:S:1:pos:R:3:forces:R:3
Cu 0.122 0.183 0.332 -0.072 -0.112 -0.337
C -1.528 2.973 0.631 -0.034 0.609 -0.669
O -0.288 2.380 0.345 0.298 -0.595 0.075
C 0.532 3.099 -0.535 0.596 0.507 0.261
C 1.857 2.376 -0.697 0.924 0.173 0.182
N 1.811 0.935 -0.998 -1.095 0.075 -0.892
C 1.372 0.615 -2.388 0.029 0.006 -0.187
C -0.049 0.911 -2.822 0.167 0.963 -0.316
O -1.013 0.447 -1.913 0.319 -0.222 -0.035
C -2.308 0.378 -2.467 -0.374 0.518 0.061
H -1.380 3.951 1.100 -0.098 -0.162 0.325
H -2.071 2.275 1.255 -0.138 0.124 0.198
H -2.079 3.172 -0.300 -0.080 -0.228 0.090
H 0.800 4.062 -0.073 -0.185 0.023 -0.163
H 0.048 3.321 -1.487 -0.210 -0.170 0.016
H 2.419 2.485 0.237 -0.253 -0.183 0.105
H 2.487 2.932 -1.409 -0.350 -0.071 -0.254
H 2.768 0.598 -1.024 -0.045 -0.034 0.662
H 1.531 -0.452 -2.530 0.156 -0.070 0.089
H 1.982 1.159 -3.124 0.154 -0.143 0.105
H -0.146 0.518 -3.845 -0.194 -0.505 0.290
H -0.169 1.993 -3.001 -0.128 -0.084 0.308
H -2.410 -0.477 -3.136 -0.056 -0.040 -0.007
H -2.562 1.301 -3.005 0.160 -0.111 -0.114
H -3.025 0.329 -1.646 0.089 -0.307 -0.004
C 1.548 -3.051 -0.574 -0.235 -0.357 0.569
O 0.383 -2.273 -0.302 0.479 0.117 -0.577
C -0.602 -3.020 0.348 -0.351 -0.160 0.786
C -1.879 -2.225 0.468 -0.678 1.016 -0.887
N -1.761 -0.913 1.146 1.591 -0.737 -0.054
C -1.383 -0.978 2.555 -0.680 0.405 0.946
C 0.084 -1.084 2.910 0.412 -0.248 0.850
O 0.840 0.004 2.400 -0.645 -0.131 -0.369
C 2.236 -0.173 2.505 0.183 0.207 0.512
H 1.273 -4.082 -0.825 -0.036 0.178 -0.256
H 2.187 -3.135 0.315 -0.004 0.229 -0.078
H 2.092 -2.602 -1.395 0.056 0.130 -0.072
H -0.235 -3.304 1.342 -0.097 -0.260 -0.043
H -0.840 -3.939 -0.199 0.083 0.005 -0.036
H -2.693 -2.838 0.869 0.248 -0.106 0.343
H -2.203 -1.964 -0.549 0.120 -0.181 0.049
H -2.579 -0.351 0.976 -0.139 -0.023 0.195
H -1.879 -1.779 3.129 -0.014 -0.165 -0.419
H -1.744 -0.079 3.069 0.026 0.114 -0.352
H 0.543 -2.050 2.666 -0.002 0.211 -0.445
H 0.125 -1.058 4.011 -0.029 0.099 -0.110
H 2.531 -0.283 3.554 -0.042 -0.231 -0.071
H 2.698 0.750 2.162 0.025 -0.095 -0.262
H 2.556 -1.037 1.919 0.146 0.023 -0.009
```
Positions in Å, forces in eV/Å.

---

No. 4
Here is a molecular structure, C28H26N6RbSeSi2 from the Open Molecules 2025 dataset. Energies are from ωB97M-V/def2-TZVPD.

E: -120156.873 eV
HOMO energy (spin up / spin down): -2.59 / -1.77 eV
Net charge: -1
Maximum force: 0.016 Eh/bohr
Gap between HOMO and LUMO (spin up / spin down): 4.3 / 3.5 eV
Molecular weight: 667.2 g mol⁻¹

```
64
Properties=species:S:1:pos:R:3:forces:R:3
Rb -0.736 0.290 0.636 -0.043 0.634 -0.514
Se -3.799 -5.035 6.413 -0.070 -0.098 0.112
N -2.749 -3.568 6.503 0.135 0.189 0.156
C -2.499 -3.214 5.252 -0.105 -0.131 0.046
C -1.690 -2.084 4.898 -0.067 -0.098 -0.606
C -1.116 -1.270 5.877 0.227 0.312 0.116
C -0.332 -0.203 5.512 -0.148 -0.242 0.092
C -0.138 0.020 4.142 0.131 0.166 -0.180
N -0.664 -0.705 3.182 -0.126 -0.331 0.395
C -1.456 -1.766 3.519 0.254 0.319 0.630
C -2.041 -2.563 2.494 -0.342 -0.509 -0.441
N -1.827 -2.245 1.182 -0.077 -0.244 0.290
C -2.361 -3.005 0.254 0.133 0.176 -0.201
C -3.154 -4.132 0.502 -0.062 -0.094 0.267
C -3.394 -4.467 1.812 -0.064 -0.079 -0.392
C -2.847 -3.697 2.841 0.334 0.490 0.152
C -3.081 -4.026 4.218 -0.020 -0.033 0.156
N -3.817 -5.055 4.607 -0.090 -0.135 -0.230
H -1.304 -1.503 6.918 -0.026 -0.039 -0.010
H 0.127 0.451 6.240 -0.002 -0.007 0.013
H 0.492 0.849 3.823 -0.034 0.016 0.012
H -2.155 -2.715 -0.775 -0.023 0.000 0.009
H -3.559 -4.705 -0.321 -0.008 -0.008 0.004
H -4.004 -5.322 2.075 0.009 0.005 0.047
C 0.311 -1.368 -3.485 0.280 0.038 0.263
Si 1.394 0.143 -3.114 -0.307 0.146 -0.211
C 0.301 1.657 -3.418 0.309 -0.141 0.170
C 3.040 0.142 -4.052 -0.112 -0.008 0.280
C 3.416 0.133 -5.390 0.059 0.005 -0.193
C 4.763 0.137 -5.727 -0.063 -0.001 -0.005
C 5.738 0.149 -4.733 0.023 0.001 0.066
C 5.375 0.157 -3.393 0.168 0.000 -0.059
C 4.029 0.152 -3.044 -0.259 -0.019 0.112
Si 3.063 0.156 -1.415 0.269 -0.045 0.266
C 3.390 -1.354 -0.316 -0.199 0.064 -0.294
C 3.441 1.656 -0.319 -0.260 -0.067 -0.297
H 0.252 -1.536 -4.563 -0.014 0.066 -0.018
H -0.704 -1.211 -3.113 -0.011 -0.007 -0.007
H 0.702 -2.281 -3.031 -0.001 0.002 -0.031
H 0.156 1.817 -4.489 -0.027 -0.056 -0.013
H 0.732 2.570 -3.004 -0.007 0.001 -0.019
H -0.680 1.513 -2.960 -0.016 0.059 0.005
H 2.669 0.127 -6.177 0.011 0.001 0.005
H 5.062 0.132 -6.768 -0.009 0.000 0.000
H 6.784 0.152 -5.012 -0.003 0.001 0.006
H 6.145 0.167 -2.629 0.004 -0.001 -0.018
H 4.464 -1.511 -0.194 0.014 0.060 0.028
H 2.967 -2.270 -0.731 0.023 0.007 -0.003
H 2.956 -1.201 0.675 0.006 -0.027 0.017
H 4.522 1.786 -0.229 0.015 -0.065 0.020
H 3.035 1.509 0.684 0.004 0.026 0.015
H 3.031 2.585 -0.720 0.013 -0.010 0.000
N -0.997 7.497 -1.256 -0.064 -0.110 0.046
C -1.522 6.530 -0.880 0.174 0.247 -0.127
C -2.159 5.366 -0.427 0.085 -0.202 0.017
C -3.539 5.348 0.014 -0.175 0.094 0.040
C -4.057 4.153 0.449 0.212 -0.100 -0.055
C -3.269 2.999 0.456 -0.357 -0.066 0.118
N -1.954 3.002 0.028 0.453 -0.205 -0.079
C -1.455 4.145 -0.385 -0.158 -0.031 0.020
H -4.128 6.255 -0.008 -0.005 -0.017 0.015
H -5.084 4.089 0.790 -0.005 0.021 0.002
H -3.667 2.050 0.801 0.003 0.045 -0.011
H -0.421 4.130 -0.723 0.013 0.037 0.009
```
Positions in Å, forces in eV/Å.

---

molecular weight of number 4 (C28H26N6RbSeSi2)?
667.2 g mol⁻¹